69
Properties=species:S:1:pos:R:3:lowdin_charge:R:1 method="wB97M-V/def2-TZVPD" charge=-1 de_lowest_kcal_mol=0.00 homo_energy_ha=-0.1636 multiplicity=1 orbital_gap_ev=6.44
Rb 0.25 -0.36 -0.11 0.688
C 3.73 1.13 3.53 -0.053
C 2.77 1.04 2.38 -0.302
N 2.08 -0.01 2.11 -0.050
N 2.13 -1.02 3.01 -0.063
C 1.95 -2.25 2.55 -0.979
N 1.62 -3.14 3.56 0.018
S 2.13 -2.89 0.97 0.381
C 2.55 2.25 1.53 -0.230
C 3.08 3.48 1.93 -0.029
C 2.85 4.61 1.15 -0.073
C 2.11 4.49 -0.01 -0.066
C 1.63 3.23 -0.33 -0.145
N 1.83 2.14 0.40 0.061
H 3.93 0.13 3.90 0.058
H 3.32 1.72 4.36 0.081
H 4.67 1.59 3.22 0.075
H 1.87 -2.83 4.49 0.071
H 1.84 -4.09 3.34 0.049
H 3.65 3.56 2.84 0.097
H 3.24 5.57 1.46 0.103
H 1.90 5.34 -0.64 0.102
H 1.03 3.09 -1.23 0.112
F 1.37 -1.15 -7.24 0.095
C 0.56 -0.74 -6.24 -0.159
C 0.93 -0.91 -4.92 -0.153
F 2.11 -1.48 -4.63 0.106
C 0.08 -0.48 -3.92 -0.249
F 0.52 -0.62 -2.64 -0.120
C -1.15 0.14 -4.13 -0.615
S -2.16 0.70 -2.84 0.544
C -1.47 0.28 -5.48 -0.254
F -2.63 0.86 -5.84 0.058
C -0.65 -0.14 -6.51 -0.155
F -1.02 0.03 -7.79 0.094
S -1.15 4.31 3.05 1.027
C -1.07 2.64 2.54 -0.454
N -1.26 2.42 1.30 0.056
C -1.51 3.61 0.62 -0.322
C -1.76 3.71 -0.75 -0.026
C -1.97 4.97 -1.29 -0.073
C -1.95 6.11 -0.48 -0.096
C -1.71 6.02 0.88 -0.101
C -1.49 4.76 1.42 -0.490
H -0.82 1.87 3.27 0.084
H -1.77 2.82 -1.38 0.026
H -2.16 5.06 -2.35 0.106
H -2.12 7.09 -0.93 0.098
H -1.69 6.91 1.50 0.102
C -2.23 -2.63 1.86 -0.157
C -3.56 -3.34 2.23 -0.157
N -4.70 -2.70 1.55 -0.168
C -4.76 -1.29 1.96 -0.158
C -3.43 -0.57 1.60 -0.160
N -2.52 -1.51 0.95 -0.207
C -3.15 -2.03 -0.27 -0.165
C -4.47 -2.77 0.10 -0.152
H -1.53 -3.30 1.36 0.113
H -1.72 -2.23 2.74 0.115
H -3.74 -3.30 3.31 0.108
H -3.54 -4.39 1.94 0.110
H -4.95 -1.26 3.03 0.108
H -5.61 -0.83 1.45 0.110
H -2.93 -0.17 2.49 0.108
H -3.59 0.27 0.92 0.114
H -2.44 -2.70 -0.76 0.119
H -3.32 -1.20 -0.95 0.063
H -4.43 -3.82 -0.19 0.110
H -5.33 -2.32 -0.40 0.111

---

95
Properties=species:S:1:pos:R:3:lowdin_charge:R:1 method="wB97M-V/def2-TZVPD" charge=+1 homo_energy_ha=-0.3372 multiplicity=1 orbital_gap_ev=6.26
C 0.69 1.16 -4.08 -0.138
C -0.09 -0.24 -4.10 -0.696
Br -2.01 0.11 -3.78 0.694
C 0.03 -0.90 -5.56 -0.236
N 1.40 -1.45 -5.73 0.077
C 1.73 -1.96 -6.92 -0.248
N 3.08 -2.49 -7.14 0.183
C 2.96 -2.87 -8.51 -0.179
C 4.04 -3.49 -9.51 -0.086
C 4.39 -2.31 -10.57 -0.194
C 5.94 -1.92 -10.62 -0.216
C 6.35 -0.85 -9.51 -0.198
C 5.64 0.57 -9.67 -0.293
N 5.44 1.00 -11.09 -0.029
N 1.67 -2.61 -9.08 0.077
N 0.91 -2.04 -8.09 0.099
H 0.73 1.69 -5.08 0.089
H 0.12 1.83 -3.35 0.076
H 1.74 0.95 -3.67 0.086
H 0.30 -0.92 -3.28 0.096
H -0.74 -1.73 -5.69 0.120
H -0.20 -0.10 -6.35 0.134
H 2.13 -1.45 -5.01 0.173
H 4.94 -3.83 -8.91 0.125
H 3.59 -4.37 -10.09 0.127
H 3.82 -1.36 -10.28 0.097
H 3.96 -2.64 -11.58 0.118
H 6.59 -2.86 -10.56 0.117
H 6.16 -1.44 -11.63 0.112
H 6.15 -1.21 -8.45 0.105
H 7.48 -0.68 -9.64 0.117
H 6.35 1.34 -9.20 0.117
H 4.67 0.66 -9.06 0.103
H 4.42 1.17 -11.21 0.067
H 5.84 1.95 -11.16 0.073
H 1.32 -2.77 -10.03 0.185
H -0.06 -1.71 -8.18 0.173
O 0.20 2.51 0.55 -0.320
P -0.25 1.07 0.89 0.737
N -1.91 1.51 1.07 -0.353
C -2.34 2.49 2.06 -0.114
C -2.53 1.83 -0.21 -0.156
N 0.60 0.96 2.36 -0.324
C 0.01 0.90 3.68 -0.129
C 1.89 1.64 2.43 -0.146
N -0.72 -0.63 1.20 -0.285
C -0.08 -1.52 0.23 -0.157
C -2.07 -1.11 1.47 -0.126
H -3.43 2.62 2.01 0.084
H -1.87 3.47 1.92 0.087
H -2.15 2.14 3.07 0.057
H -2.29 1.06 -0.95 0.018
H -2.18 2.79 -0.61 0.080
H -3.62 1.86 -0.13 0.084
H -0.22 1.90 4.07 0.085
H 0.70 0.43 4.39 0.085
H -0.89 0.29 3.72 0.065
H 1.77 2.71 2.64 0.082
H 2.44 1.54 1.49 0.067
H 2.53 1.21 3.20 0.081
H -0.55 -1.42 -0.76 0.057
H -0.14 -2.56 0.55 0.081
H 0.98 -1.27 0.13 0.075
H -2.73 -1.02 0.60 0.080
H -2.53 -0.59 2.31 0.073
H -2.04 -2.16 1.77 0.089
O -1.92 0.79 6.75 -0.323
P -2.94 0.98 7.88 0.749
N -1.76 0.90 9.13 -0.357
C -0.93 -0.28 9.31 -0.121
C -0.91 2.09 9.16 -0.144
N -3.78 -0.48 7.61 -0.324
C -3.79 -1.63 8.49 -0.133
C -3.89 -0.93 6.22 -0.151
N -4.18 1.29 9.14 -0.291
C -5.06 2.40 8.74 -0.149
C -3.94 1.36 10.57 -0.130
H -0.25 -0.14 10.16 0.084
H -0.33 -0.52 8.43 0.084
H -1.52 -1.15 9.59 0.054
H -1.52 2.99 9.12 0.075
H -0.21 2.11 8.32 0.078
H -0.34 2.14 10.10 0.082
H -2.92 -2.27 8.34 0.082
H -4.69 -2.24 8.31 0.082
H -3.84 -1.35 9.54 0.069
H -2.98 -1.45 5.89 0.078
H -4.06 -0.09 5.55 0.067
H -4.73 -1.61 6.09 0.080
H -4.54 3.36 8.82 0.077
H -5.96 2.43 9.34 0.080
H -5.38 2.27 7.69 0.077
H -3.36 2.25 10.85 0.082
H -3.44 0.47 10.95 0.072
H -4.90 1.41 11.11 0.089